2 unconnected molecules or ions with the total composition C17H27N2O4. Source: the Open Molecules 2025 dataset; level of theory: ωB97M-V/def2-TZVPD.

Calculated values
Orbital gap ... 7.03 eV

Structure (ORCA input):
```
! wB97M-V def2-TZVPD RIJCOSX def2/J DEFGRID3
* xyz -1 1
C 0.4621 3.1478 2.5102
C 0.9477 1.8901 1.7780
O 1.9782 2.1580 0.8514
C 1.5910 2.2197 -0.4903
C 2.5705 3.1438 -1.1054
N 3.3366 3.8539 -1.6345
C 0.2409 2.9451 -0.7436
C -0.9081 2.0929 -0.9395
N -1.8218 1.3943 -1.1865
C 1.7387 0.8803 -1.2489
C 1.6533 -0.4075 -0.4142
C 0.3738 -1.2418 -0.5964
C 0.7276 -2.7252 -0.8208
C -0.5581 -1.1638 0.6167
C -1.7592 -2.1390 0.5649
C -3.0209 -1.3548 0.7812
C -3.8496 -0.9377 -0.1644
C -4.8438 0.1555 0.1529
C -3.8719 -1.4575 -1.5665
H -0.6172 3.2234 2.4584
H 0.7019 3.0705 3.5582
H 0.9291 4.0298 2.1068
H 1.3908 1.2518 2.5286
H 0.1307 1.3125 1.3710
H 0.0341 3.7004 -0.0002
H 0.3599 3.4717 -1.6791
H 1.0580 0.8305 -2.0879
H 2.7239 0.8819 -1.6887
H 2.4466 -1.0330 -0.7791
H 1.8722 -0.2646 0.6332
H -0.1889 -0.9089 -1.4616
H 0.6171 -3.2944 0.0926
H 1.7493 -2.8574 -1.1516
H 0.0627 -3.1592 -1.5578
H 0.0408 -1.4365 1.4789
H -0.9631 -0.1709 0.7580
H -1.6688 -2.8535 1.3729
H -1.8513 -2.6394 -0.3825
H -3.2501 -1.0663 1.7947
H -5.6833 -0.2007 0.7355
H -5.2085 0.5624 -0.7788
H -4.3257 0.9571 0.6552
H -4.5654 -2.2847 -1.6477
H -4.1718 -0.6711 -2.2459
H -2.9112 -1.8095 -1.9121
C 4.9485 -2.3966 0.1060
O 4.5173 -1.2475 -0.1897
O 6.1840 -2.3650 0.7972
O 4.4593 -3.5060 -0.1095
H 6.3021 -1.4044 0.8139
*
```

3 unconnected molecules or ions with the total composition CH2BrNO4. Source: the Open Molecules 2025 dataset; level of theory: ωB97M-V/def2-TZVPD.

Calculated values
Energy relative to the best compared isomer or geometry (same formula, charge and spin) ... 0.207 eV
Orbital gap ... 10.59 eV
Structure (SMILES) ... O=C=O.O=NO.Br

Structure (ORCA input):
```
! wB97M-V def2-TZVPD RIJCOSX def2/J DEFGRID3
* xyz 0 1
O 3.6907 -3.3833 -0.2284
C 2.8694 -2.6762 0.1144
O 2.0602 -1.9669 0.4414
O 1.9785 2.1717 -1.0314
N 1.9890 1.0255 -0.7524
O 0.7642 0.6264 -0.2191
H 0.8489 -0.3385 -0.1642
Br -2.0666 -0.5578 -0.3023
H -1.1751 0.5137 -0.9688
*
```

A gas-phase ion, C4H13N2 (charge +1). Source: the Open Molecules 2025 dataset; level of theory: ωB97M-V/def2-TZVPD.

Calculated values
Energy relative to the best compared isomer or geometry (same formula, charge and spin) ... 1.079 eV
Orbital gap ... 10.55 eV
Structure (SMILES) ... CCNCC[NH3+]

Structure (ORCA input):
```
! wB97M-V def2-TZVPD RIJCOSX def2/J DEFGRID3
* xyz 1 1
C 2.4315 -0.4075 -1.1153
C 1.4638 0.5641 -0.4670
N 0.0318 0.1819 -0.5960
C -0.4269 -0.7787 0.3856
C -1.4722 -0.1263 1.2998
N -2.2872 0.7925 0.4470
H 1.9756 -1.3407 -1.4358
H 2.9373 0.0411 -1.9735
H 3.2314 -0.7046 -0.4346
H 1.6380 0.7039 0.6046
H 1.5449 1.5782 -0.8419
H -0.0843 -0.2413 -1.5097
H -0.7939 -1.7314 -0.0168
H 0.3380 -1.1656 1.0552
H -1.0108 0.4766 2.0774
H -2.1210 -0.8383 1.8102
H -3.0638 0.3064 -0.0142
H -1.6090 1.1473 -0.2565
H -2.7231 1.5426 0.9815
*
```

A molecular structure, C39H31F2MnN6O3S. Source: the Open Molecules 2025 dataset; level of theory: ωB97M-V/def2-TZVPD.

Calculated values
⟨S²⟩ ... 0.782
Energy relative to the best compared isomer or geometry (same formula, charge and spin) ... 1.382 eV
Orbital gap (alpha / beta) ... 7.17 / 6.27 eV

Structure (ORCA input):
```
! wB97M-V def2-TZVPD RIJCOSX def2/J DEFGRID3
* xyz -1 2
Mn 0.3061 -0.2914 0.5721
O -1.9902 5.8486 -1.4113
C -1.4717 5.0909 -2.2499
O -1.2150 5.2381 -3.4577
C -1.0703 3.6884 -1.6783
C -0.5355 2.7102 -2.4989
C -0.2597 1.4417 -2.0074
N -0.4455 1.1254 -0.6954
C -1.0050 2.0873 0.0999
C -1.3167 3.3600 -0.3694
C -1.3164 1.6823 1.4563
C -1.7497 2.5421 2.4714
C -2.1117 2.0283 3.6926
C -2.0852 0.6434 3.8776
C -1.5936 -0.1379 2.8581
N -1.1657 0.3593 1.6940
C 0.1655 0.4020 -2.9781
C 0.7611 0.7405 -4.1984
C 1.0695 -0.2569 -5.1024
C 0.7880 -1.5748 -4.7730
C 0.2069 -1.8200 -3.5405
N -0.0994 -0.8672 -2.6741
H -0.4002 2.9502 -3.5431
H -1.7745 4.0998 0.2722
H -1.7656 3.6084 2.2933
H -2.4068 2.6794 4.5050
H -2.4169 0.1903 4.8011
H -1.5246 -1.2135 2.9665
H 0.9920 1.7715 -4.4269
H 1.5280 -0.0176 -6.0535
H 0.9999 -2.3890 -5.4531
H -0.0223 -2.8357 -3.2268
C 4.4603 3.5887 1.9921
C 3.2077 3.5748 2.8692
N 2.9539 2.2950 3.5123
C 3.5239 2.0618 4.8334
C 4.7688 1.1756 4.8086
C 2.2786 1.2805 2.8958
S 1.8023 1.5078 1.2549
N 2.0792 0.2089 3.6610
C 1.4411 -0.8907 3.2676
O 0.9656 -1.1098 2.1326
C 1.2805 -1.9626 4.2706
C 0.5630 -3.1113 3.9266
C 0.3843 -4.1293 4.8458
C 0.9136 -4.0153 6.1248
C 1.6243 -2.8738 6.4741
C 1.8049 -1.8522 5.5586
H 4.5542 4.5515 1.4878
H 4.3835 2.8075 1.2387
H 5.3570 3.4182 2.5911
H 2.3423 3.8231 2.2569
H 3.3001 4.3296 3.6531
H 2.7637 1.5834 5.4516
H 3.7642 3.0353 5.2627
H 4.5014 0.1861 4.4413
H 5.1804 1.0816 5.8156
H 5.5357 1.5954 4.1568
H 0.1540 -3.1932 2.9262
H -0.1767 -5.0118 4.5644
H 0.7789 -4.8161 6.8411
H 2.0333 -2.7856 7.4733
H 2.3560 -0.9589 5.8179
F -3.6238 -4.0543 0.4167
C -2.3331 -3.6616 0.3020
C -2.0309 -2.3165 0.2357
C -0.7035 -1.9062 0.1550
C 0.3151 -2.8921 0.1368
C -0.0489 -4.2368 0.1734
F 0.8864 -5.2236 0.0998
C -1.3614 -4.6467 0.2762
C 1.6896 -2.4020 0.0056
C 2.8440 -3.1610 0.2298
C 4.0783 -2.6373 -0.0904
C 4.1490 -1.3720 -0.6690
C 2.9850 -0.6415 -0.7668
N 1.7911 -1.1078 -0.3995
H -2.8365 -1.5903 0.2647
H -1.6184 -5.6954 0.3224
H 2.7711 -4.1316 0.6958
H 4.9842 -3.1947 0.1108
H 5.0924 -0.9523 -0.9885
H 2.9990 0.3808 -1.1253
*
```

2 unconnected molecules or ions with the total composition C2H9N3O. Source: the Open Molecules 2025 dataset; level of theory: ωB97M-V/def2-TZVPD.

Calculated values
Energy relative to the best compared isomer or geometry (same formula, charge and spin) ... 1.915 eV
Orbital gap ... 9.33 eV

Structure (ORCA input):
```
! wB97M-V def2-TZVPD RIJCOSX def2/J DEFGRID3
* xyz 2 1
C -0.6222 -0.2241 -0.1353
C -1.0195 1.0027 -0.1758
N -1.3386 -1.0117 0.7458
N 0.2748 -1.0432 -1.0399
N -1.1451 2.2440 -0.1179
O 2.2058 -0.1815 0.5836
H -2.1021 -0.6938 1.2710
H -0.8752 -1.7467 1.2746
H -0.1438 -1.8947 -1.2365
H 1.1774 -1.1331 -0.3520
H 0.4688 -0.7500 -2.0072
H -0.3574 2.8503 0.3047
H -1.9887 2.7753 -0.3128
H 2.6429 0.6370 0.2876
H 2.8228 -0.8304 0.9102
*
```

A single C6H8INO molecule. Source: the Open Molecules 2025 dataset; level of theory: ωB97M-V/def2-TZVPD.

Calculated values
Energy relative to the best compared isomer or geometry (same formula, charge and spin) ... 1.387 eV
Orbital gap ... 8.09 eV
Structure (SMILES) ... CC(=O)C1=CCCN1I

Structure (ORCA input):
```
! wB97M-V def2-TZVPD RIJCOSX def2/J DEFGRID3
* xyz 0 1
C 0.9336 -1.8815 1.7377
C -0.1491 -2.0959 0.6531
O -0.6523 -3.1842 0.5549
C -0.3537 -0.8128 -0.1276
C -0.0614 0.4385 0.0148
C -0.4152 1.2234 -1.1775
C -0.9490 0.1633 -2.2019
N -0.7996 -1.0700 -1.5343
I 0.0327 -2.5835 -2.6399
H 0.7210 -0.8734 2.0686
H 1.9763 -1.7731 1.4523
H 0.8769 -2.7271 2.4434
H 0.3520 0.9079 0.7893
H -1.2037 1.9393 -0.8384
H 0.4291 1.9181 -1.4684
H -1.9130 0.2936 -2.3892
H -0.3224 0.2573 -3.0906
*
```

3 unconnected molecules or ions with the total composition C4H12BrIN2P. Source: the Open Molecules 2025 dataset; level of theory: ωB97M-V/def2-TZVPD.

Calculated values
Energy relative to the best compared isomer or geometry (same formula, charge and spin) ... 2.829 eV
Orbital gap ... 7.17 eV

Structure (ORCA input):
```
! wB97M-V def2-TZVPD RIJCOSX def2/J DEFGRID3
* xyz 1 1
C 0.5030 -3.2588 0.9653
C 1.8269 -2.2136 -0.7102
C -1.7053 2.5733 0.2995
C 0.5451 2.8298 -0.0600
N 1.0200 -2.1743 0.2564
N -0.4638 1.9043 0.4532
P 0.1366 0.6174 1.2308
Br -1.7621 -0.3865 1.8669
I -0.8011 -0.2040 -2.5426
H -0.4910 -3.6661 0.5538
H 1.0956 -4.0910 1.1353
H 0.2337 -3.0403 1.9278
H -0.6144 -1.4919 -3.4383
H 2.1314 -1.4125 -1.1859
H 2.1603 -3.3063 -0.9405
H -1.7354 3.6162 0.6181
H -2.0167 2.3866 -0.8327
H -2.6434 2.2231 0.9159
H 1.5553 2.2656 -0.3071
H 0.2727 3.3543 -0.8714
H 0.7525 3.4747 0.6656
*
```

3 unconnected molecules or ions with the total composition C5H17NO2. Source: the Open Molecules 2025 dataset; level of theory: ωB97M-V/def2-TZVPD.

Calculated values
Energy relative to the best compared isomer or geometry (same formula, charge and spin) ... 1.239 eV
Orbital gap ... 9.94 eV
Structure (SMILES) ... CCCCCN.O.O

Structure (ORCA input):
```
! wB97M-V def2-TZVPD RIJCOSX def2/J DEFGRID3
* xyz 0 1
C -0.5914 1.1319 2.7783
C -0.2142 -0.0519 1.9058
C -1.4327 -0.4480 1.0648
C -1.3051 -0.2322 -0.4517
C -0.3311 -1.2346 -1.0911
N -0.6274 -1.5951 -2.4599
H -1.3305 0.9346 3.5582
H -1.0803 1.9320 2.2174
H 0.2247 1.6740 3.2645
H 0.7285 -0.0157 1.3603
H 0.0666 -0.8182 2.6367
H -2.3539 0.0062 1.4334
H -1.6504 -1.5091 1.2140
H -0.9486 0.7541 -0.7317
H -2.3006 -0.5528 -0.7614
H -0.2166 -2.1461 -0.5310
H 0.6871 -0.8347 -1.1272
H -0.6941 -0.7711 -3.0477
H -1.4734 -2.1039 -2.6952
O 3.0551 -0.9175 0.4426
H 3.3412 -0.9778 -0.4722
H 2.1764 -1.2820 0.4532
O 0.7721 2.9919 -1.8353
H -0.0050 2.7313 -1.3305
H 1.5417 2.4388 -1.7360
*
```